No. 1
DFT (the ωB97M-V functional and the def2-TZVPD basis) results for a molecular structure, C26H32CeNO5S.

```
66
Properties=species:S:1:pos:R:3:forces:R:3
C 0.599498 0.357720 2.934309 1.0 0.8 -2.4
C 0.891748 1.085606 5.101408 0.0 -0.1 1.5
H 0.128160 1.013308 -4.292334 0.2 -0.5 0.6
H 1.502345 5.591560 -2.906194 0.3 -0.1 0.3
H -1.811041 3.887464 -1.531514 0.7 -0.3 0.2
C 1.774938 -2.902486 -0.699119 -0.2 -0.6 0.7
C -0.021630 -3.420291 0.668064 1.2 -0.5 0.3
C -0.734784 3.841535 -1.249068 -0.3 -0.9 -1.0
O 0.336877 -0.305639 1.856209 0.9 1.0 2.5
H -0.950013 5.944099 -1.381530 0.7 0.1 0.4
H 0.604376 5.371312 -0.574023 -0.4 0.3 -1.0
C 0.217802 0.089110 7.182721 0.2 0.3 -0.3
C 0.469731 -3.524200 -0.666944 1.1 -0.6 0.6
H 0.792004 -2.392534 2.473445 0.2 -0.3 -0.5
C -2.891316 -0.466496 -0.260372 0.1 -0.5 0.4
H 1.302969 -3.377793 -2.869369 0.0 -0.4 -0.3
H 2.379104 -2.195185 -3.422014 0.3 0.4 -0.5
O 1.237831 3.531282 4.108478 0.3 -0.3 0.0
H -2.465224 -2.692958 -0.094530 -0.1 0.4 0.1
C 0.290911 -1.946029 -3.982014 -0.4 -0.3 -1.1
C 0.299527 -0.994623 -5.186876 0.2 0.0 0.3
O 0.386527 3.928299 -3.453022 -0.8 -0.6 2.6
C 0.926655 1.077224 6.486614 -0.3 -0.3 0.2
H -0.694137 -0.825048 -5.617055 0.0 -0.1 0.5
C -0.552298 -0.828562 6.476945 0.1 0.1 -0.4
N 1.374849 1.404917 2.744860 0.4 0.4 -0.3
C -2.208423 0.025113 1.883341 -0.8 -0.9 -0.5
H 1.510158 1.816397 7.020949 0.0 0.0 0.0
H -1.211329 -1.545804 4.561128 0.3 0.1 0.0
O 0.250304 -0.828967 -2.962324 0.5 0.6 -2.7
C 0.922343 -2.666458 1.429032 0.6 -1.9 -0.1
H -1.863741 -2.221998 -4.055749 0.0 0.2 0.1
S 1.817394 2.212850 4.078958 -0.6 -0.9 0.3
H -2.079484 0.540431 2.836979 0.2 -0.1 -0.5
H 1.764500 0.285766 -4.122195 -0.4 -0.2 0.2
C 2.037980 -2.351692 0.588681 -0.3 -1.0 0.2
C 0.472484 5.260312 -2.848598 -0.2 0.0 -0.4
H 1.037308 2.808235 -1.710819 -0.1 0.1 -0.8
H 1.792911 -3.460875 -4.536732 0.0 0.0 -0.5
O 3.222476 2.060502 4.381459 -0.6 0.2 -0.3
H -0.924637 -3.878810 1.065317 0.2 0.3 -0.2
H -0.016171 -4.084437 -1.470566 0.2 0.3 0.4
C -1.931780 -1.364086 1.653869 -1.9 0.5 -0.4
Ce -0.011348 -1.038214 -0.222055 -1.7 3.6 -1.0
H -0.960831 -3.523534 -3.286248 -0.3 -0.3 0.3
C 0.205130 0.122771 4.366581 -0.2 -0.2 0.7
C 0.687311 0.067298 -4.191508 -0.1 0.7 0.9
H -0.953417 -3.345607 -5.016115 0.3 -0.1 -0.4
H 2.455619 -2.911224 -1.551353 -0.3 0.3 0.7
C -0.110272 5.231171 -1.422497 -0.4 0.0 0.9
H -3.175229 1.601588 0.624911 0.4 -0.6 -0.1
H -0.334246 2.060813 -2.576363 0.1 0.9 -0.3
C 0.104831 3.038308 -2.286635 0.3 0.3 0.5
H -1.122863 -1.567592 7.034895 0.0 0.1 -0.2
H 0.259441 0.034796 8.270991 0.0 0.1 -0.3
H 2.905291 -1.759920 0.896168 -0.4 -0.3 -0.2
C -0.943140 -2.797695 -4.086575 -0.3 -0.2 1.1
H -3.371554 -0.400187 -1.240737 0.2 0.0 0.4
H 0.922551 -1.242375 -6.048375 0.5 0.1 0.4
C -0.580067 -0.823191 5.075825 0.4 0.4 -0.5
H -1.543461 -2.076813 2.374122 -0.1 0.3 -0.2
H -0.100926 5.990646 -3.442772 0.1 -0.6 -0.1
C 1.529898 -2.782258 -3.741315 -0.4 0.1 0.6
C -2.795313 0.575124 0.721797 0.3 -0.7 -0.2
C -2.407569 -1.689398 0.336179 -0.8 0.8 0.3
H -0.647559 3.377417 -0.228734 0.0 0.6 -0.9
```
Positions in Å, forces in eV/Å.

Values from the calculation:
- 2S+1: 2


No. 2
DFT (the ωB97M-V functional and the def2-TZVPD basis) results for a molecular structure, C26H32Cl10NO3PS2.

```
75
Properties=species:S:1:pos:R:3:forces:R:3
H 3.070372 -3.152141 -7.728437 -0.2 0.2 0.1
H 0.719489 -1.731487 4.133036 -2.1 -1.2 -1.0
C -1.554443 -1.555398 3.187979 1.0 -4.4 -1.1
C -1.988108 -0.190929 -1.934480 2.8 0.4 2.6
H 5.604153 -3.214415 -11.929344 0.0 0.1 0.3
Cl 1.400848 1.751552 6.384764 -0.1 0.0 0.0
C 1.794610 0.176738 1.106257 -0.3 1.9 3.9
Cl 0.871244 -3.218158 -6.918046 -0.1 0.0 0.0
Cl -1.950307 5.759522 2.697779 0.0 0.0 -0.1
H -6.307519 -3.507396 5.996884 0.1 0.3 -0.1
H -4.066968 -2.636888 6.856251 -0.2 0.0 -0.1
H -4.451653 -1.044535 6.180822 -0.1 -0.2 -0.1
C 2.297476 -0.844582 -1.092813 1.3 -2.6 -3.9
C -1.168404 -4.979788 2.948127 -0.5 5.7 0.3
H -2.164042 8.598040 3.287976 0.2 -0.1 -0.1
C -1.406207 1.215781 2.245220 -0.3 -0.3 -0.3
H 2.548556 -0.848613 -6.760702 -0.2 -0.1 -0.2
C 0.698615 -0.487990 -1.156102 -2.1 1.3 2.0
H 0.215990 6.647975 3.011496 -0.3 0.1 0.0
C -4.634156 -2.118518 6.076761 -0.4 0.1 0.5
C 2.386180 -1.111660 -7.810471 0.3 -0.2 0.1
H -0.471243 9.043587 3.562670 0.0 -0.2 -0.1
C -1.152605 0.625406 0.736782 1.7 -1.3 -3.0
H -3.988149 2.360348 0.572599 0.2 -1.6 0.3
H 1.001641 -4.536723 3.915552 -2.2 1.7 -0.8
O 1.967995 0.742270 2.304063 -0.7 -3.6 -7.1
C 0.359464 0.154398 0.313661 -1.5 -0.8 -3.1
H -2.266856 2.033252 2.262744 1.8 -1.9 -0.1
O -2.517472 0.464219 4.425454 4.1 -2.5 -7.0
C 2.915785 3.858049 5.492339 0.3 -0.2 0.1
C -2.747188 -2.542639 2.556698 3.7 -1.8 -0.6
H 6.261133 -1.209336 -9.672845 -0.1 -0.1 -0.2
Cl -3.960339 -2.645051 4.514215 -1.3 -0.2 2.3
Cl -0.913544 8.697539 1.286297 0.0 0.0 0.0
H -3.390569 -4.899400 1.973951 1.8 2.0 1.1
Cl 4.583820 -3.578879 -9.830189 0.1 0.0 -0.1
H -0.795698 6.789215 4.459363 -0.1 0.1 -0.2
C -1.846735 0.052857 3.314211 -2.9 1.2 5.4
H -2.824062 -0.306611 -2.761830 1.8 0.4 2.1
C 5.871137 -2.965529 -10.897667 0.3 0.1 -0.2
H -0.437904 1.743245 2.684110 -1.9 -1.3 -1.1
Cl 4.729546 -0.507794 -11.328956 -0.1 0.0 0.1
O 2.953969 -1.415291 -2.105891 -3.7 3.6 6.6
H 3.078160 4.121096 6.542108 -0.2 -0.1 -0.2
H -4.837312 0.131807 0.869224 0.9 0.5 0.0
C -1.130148 8.358038 3.021439 0.0 -0.1 0.3
C 6.098757 -1.472382 -10.722615 0.2 -0.1 0.0
H 6.782948 -3.512863 -10.640581 -0.1 0.2 0.0
S 0.075213 -1.405446 -3.969556 -0.4 0.5 1.3
H -6.453770 -2.236497 7.222839 0.1 0.0 -0.2
H 1.891577 -2.853693 -9.017200 0.0 0.1 0.3
S -5.034533 1.316571 -1.739437 0.1 -0.4 0.8
C -6.112226 -2.451083 6.205801 0.2 -0.1 0.3
H 3.405058 -1.257906 0.770803 -0.5 1.0 -0.7
Cl -7.119153 -1.475004 5.107502 0.0 0.0 -0.1
H 3.599976 1.817569 5.574373 -0.1 0.2 0.0
H 2.421182 2.116017 4.285610 0.0 0.1 0.2
C 0.020846 -3.982771 3.548212 -3.6 0.5 -1.2
Cl 1.016970 -0.147072 -8.416812 0.0 0.0 0.0
H -3.787620 -2.101538 2.183586 2.8 -1.0 0.6
C 2.688165 2.364902 5.317286 0.2 0.1 -0.2
C 2.158561 -2.604807 -7.985524 0.3 0.2 -0.2
C -2.331693 0.452803 -0.429674 4.4 -1.6 -0.1
C -0.178447 -2.329699 3.670756 -2.6 -1.8 -1.4
C -0.780323 6.920654 3.372854 0.2 0.2 0.2
C -2.547475 -4.196363 2.434644 3.0 1.4 1.1
H -1.065708 -6.154603 2.882632 -0.2 2.8 0.1
H 3.797755 4.168921 4.923567 -0.2 -0.1 0.0
N 2.896271 -0.486294 0.282630 -3.9 0.3 -1.0
C -0.438901 -0.679692 -2.321115 -1.4 1.5 3.6
H 3.268151 -0.800789 -8.379243 -0.2 -0.2 0.0
P -4.115636 1.017906 -0.007756 0.6 1.1 -2.5
H 6.980727 -1.161511 -11.291386 -0.2 -0.1 0.1
H -1.041797 -1.763153 -4.741255 0.5 0.7 1.4
Cl 1.546575 4.822638 4.885998 -0.1 0.0 0.0
```
Positions in Å, forces in eV/Å.


No. 3
DFT (the ωB97M-V functional and the def2-TZVPD basis) results for a molecular structure, C26H32ClCrO4.

```
64
Properties=species:S:1:pos:R:3:forces:R:3
Cr -0.868486 0.552399 -1.145561 -0.1 3.0 2.4
C -2.991358 0.505843 -0.466803 -0.2 -0.3 0.9
C 0.123225 7.374545 0.530914 -0.3 -1.4 -0.6
H -0.804361 -2.544445 -4.479532 0.2 -0.1 -0.1
C -0.332268 -0.681261 -3.547171 0.5 0.1 0.3
H -0.884840 -3.745922 2.754882 0.1 -0.5 0.2
H -1.424066 -0.548499 -3.528289 0.3 0.0 0.0
H 2.395258 -6.443675 2.175195 0.1 -0.1 -0.3
C -0.698962 6.545687 1.311645 0.0 0.1 -0.7
C 1.184078 -1.832977 -2.093151 0.1 0.7 0.2
H 1.922040 -3.737393 3.245364 0.1 0.0 -0.1
H 1.968931 0.006225 -0.430034 0.2 0.1 0.2
H -1.228891 1.367070 2.284949 0.0 -0.2 -0.7
C 1.000235 -2.762477 -3.283363 -0.5 -0.2 -0.1
H -1.904413 4.756415 1.321462 0.3 0.0 -0.1
H 1.248993 -2.917136 1.832061 0.0 0.1 0.0
C -1.482143 -0.473648 1.009536 -1.1 0.5 0.1
O 0.460722 -5.077073 0.504180 -1.0 -0.4 0.8
H 0.116749 5.572676 -2.374256 0.1 0.0 0.3
H 1.415903 -6.237677 3.604365 -0.3 0.0 -0.5
C -1.405880 3.689598 -1.156016 -0.9 0.0 0.1
H 1.907787 4.074816 1.200419 -0.1 -0.3 -0.1
C 1.808336 2.992126 1.094311 -0.1 -0.9 -0.2
H 1.049135 7.689127 -1.384452 0.0 0.0 0.0
H -0.924054 -1.231400 1.551965 0.1 0.3 -0.2
H -2.982504 2.497110 0.594484 0.5 -0.4 -0.4
C -0.956961 -4.919204 0.873584 0.3 0.5 -0.5
C -0.841291 4.985160 -0.546007 0.1 -0.5 -0.4
O -2.653132 3.718620 -1.165110 0.8 -0.3 -0.5
H 2.475033 2.568597 -1.033597 0.0 0.1 0.4
H 0.518025 -3.707223 -2.988594 0.1 0.4 0.0
H -3.752412 0.657213 -1.242279 0.4 -0.1 0.4
C 1.299268 2.102373 2.102733 0.5 -0.3 -0.8
H -1.068655 -5.597957 2.912509 0.0 0.5 0.4
H 1.956791 -3.022161 -3.761585 -0.3 0.2 0.3
H 0.594998 -1.765068 -5.209120 -0.1 0.0 0.3
H 0.742623 -7.115754 2.170886 0.1 -0.2 0.2
O -0.630006 2.746267 -1.571371 -0.5 0.4 0.2
H 0.901789 2.382946 3.083770 0.3 0.0 -0.3
C 2.139774 2.214486 -0.057019 -0.4 0.1 0.8
H 0.145235 0.211158 -3.988596 -0.2 -0.3 0.3
C -0.656637 -4.747229 2.364257 0.3 -0.3 -0.9
C -1.669893 0.883752 1.409677 -0.1 -0.9 -0.6
Cl 0.793530 8.803385 1.224036 0.2 0.5 0.2
C 1.370040 -6.287331 2.499799 0.1 0.0 0.0
H -2.667348 -1.746575 -0.438259 0.4 0.3 -0.2
C -2.336163 -0.755271 -0.124862 -0.6 1.2 0.4
C 0.099706 -1.974657 -4.251290 -0.5 0.0 -0.5
H -1.546547 -5.821728 0.713444 0.0 0.0 -0.6
C 0.808113 -5.007955 1.914479 0.2 0.7 1.2
H -1.356852 -4.035169 0.355182 -0.1 -0.4 0.1
H 2.651056 -3.946097 1.612377 0.0 -0.1 0.2
C -0.082501 5.840614 -1.337639 0.4 0.2 0.6
O 0.101734 -0.801798 -2.144552 1.3 -2.2 -2.3
C 1.832913 0.855339 0.237431 -0.3 0.2 0.3
H 1.039933 -0.133186 2.078032 0.0 0.2 0.0
H -0.946947 6.843561 2.327559 0.0 -0.1 -0.2
C -2.538940 1.509258 0.474731 -0.6 -1.8 0.1
C 1.345224 0.782400 1.577053 0.3 0.7 -0.2
H 1.136009 -2.352330 -1.128183 -0.1 0.4 -0.2
C 0.435676 7.021588 -0.791082 -0.5 0.1 0.4
H 2.143438 -1.314227 -2.201813 -0.3 0.1 0.3
C -1.214812 5.374314 0.747591 0.5 0.2 0.0
C 1.719024 -3.840165 2.174725 0.1 0.4 -0.2
```
Positions in Å, forces in eV/Å.

Values from the calculation:
- Charge: -1
- 2S+1: 5
- ΔE to the lowest compared entry with this formula, charge and spin: 66.6 kJ/mol


Number 1: maximum force 4.064 eV/Å, E_tot -2314.06422 a.u.. Number 2: maximum force 8.479 eV/Å, E_tot -7029.32185 a.u.. Number 3: maximum force 3.868 eV/Å, E_tot -2815.46890 a.u..